[1]
The molecule C5H9N3, computed with ωB97M-V/def2-TZVPD.

Geometry as XYZ:
```
17
Properties=species:S:1:pos:R:3:forces:R:3:mulliken_charge:R:1
C 0.519 0.584 -0.126 0.6 1.9 0.4 0.70
H -0.992 1.948 -0.959 1.3 0.1 1.3 0.27
C -0.181 -0.750 -0.211 0.6 1.4 -0.2 0.11
H -1.590 -1.977 -0.545 -0.9 -0.5 0.2 0.35
C -0.121 1.961 -0.200 -2.0 -0.8 0.5 -1.09
H 2.617 -1.461 -0.847 -0.6 0.7 0.9 0.25
N 0.677 -1.690 -0.067 -0.3 -0.4 -0.4 -0.64
H 2.541 -1.571 0.930 -0.6 0.4 -0.7 0.27
H -2.559 -0.782 1.331 0.0 0.6 -1.7 0.23
C 2.013 -1.105 0.047 0.9 -0.5 0.7 -0.36
H -3.344 -0.291 -0.116 -0.2 0.1 0.6 0.23
C 1.839 0.419 0.165 -2.1 -2.8 -1.4 -0.69
H 0.578 2.773 -0.484 -0.4 -0.6 0.4 0.37
H 2.621 1.126 0.335 0.1 0.4 -0.1 0.44
H -0.565 2.073 0.867 0.5 0.5 -1.9 0.22
N -1.585 -0.968 -0.515 2.8 0.6 0.8 -0.20
N -2.470 -0.290 0.395 0.3 -1.1 0.5 -0.49
```
Positions in Å, forces in eV/Å.

## Properties
- relative energy (zero: lowest compared OMol25 entry of this formula, charge and spin) (kcal per mole) = 52.1
- gap between HOMO and LUMO (eV) = 10.05
- structure (SMILES) = CC1=CCN=C1NN


[2]
The molecule C5H9N3, computed with ωB97M-V/def2-TZVPD.

Geometry as XYZ:
```
17
Properties=species:S:1:pos:R:3:forces:R:3:mulliken_charge:R:1
H 0.900 -1.359 -1.285 0.3 -0.2 -1.9 0.49
H -0.192 -1.210 1.185 -0.1 -0.6 1.5 0.40
C 0.988 0.639 -0.431 -1.7 3.6 0.4 0.15
N -1.304 1.377 -0.186 -0.3 3.1 -0.3 -0.52
H 2.859 -0.083 -0.733 -0.4 -1.1 1.1 0.26
C -0.040 1.304 0.404 1.9 0.5 4.5 -0.59
N -1.672 -1.030 -0.026 -3.8 1.2 -1.2 -0.23
H 0.302 2.358 0.839 -0.7 -2.2 -1.0 0.30
C 0.677 -0.760 -0.460 2.5 -1.8 -2.6 -0.69
H -0.079 0.550 1.291 -0.2 2.1 -0.6 0.23
C -2.026 0.406 -0.251 -1.2 -6.5 0.6 0.09
H -3.103 0.273 -0.365 -0.2 1.3 -0.7 0.34
H 2.452 -0.495 1.114 -0.8 1.3 -1.5 0.25
C 2.089 -0.162 0.078 0.3 -1.8 0.8 -0.61
H 1.148 1.364 -1.212 0.5 -0.8 -1.2 0.32
N -0.342 -1.451 0.240 -0.8 -0.4 1.3 -0.44
H -2.657 -1.721 -0.200 4.7 2.1 0.7 0.25
```
Positions in Å, forces in eV/Å.

## Properties
- relative energy (zero: lowest compared OMol25 entry of this formula, charge and spin) (kcal per mole) = 131.6
- gap between HOMO and LUMO (eV) = 9.54
- structure (SMILES) = C1=NC[C@H]2C[C@H]2NN1


[3]
The molecule C5H9N3, computed with ωB97M-V/def2-TZVPD.

Geometry as XYZ:
```
17
Properties=species:S:1:pos:R:3:forces:R:3:mulliken_charge:R:1
H -2.521 -1.767 0.308 0.0 0.1 -0.2 0.31
N 1.883 1.369 -0.248 0.1 -0.4 0.2 -0.71
H 1.711 1.452 -1.247 0.0 0.1 0.1 0.23
H 2.672 -1.125 0.042 0.0 -0.2 -0.1 0.24
N 1.732 -1.484 0.103 -0.5 0.5 0.4 -0.41
H 1.523 -2.466 0.061 0.2 0.1 0.1 0.20
H -1.051 -2.757 -0.203 0.1 0.0 0.2 0.20
H 1.955 2.291 0.169 -0.1 -0.1 -0.2 0.24
C 0.742 -0.619 0.407 1.1 0.3 -1.2 0.49
N 0.813 0.698 0.350 0.3 -1.0 0.1 0.16
H -1.571 1.077 -1.550 0.0 -0.1 0.0 0.26
H -0.972 1.341 1.459 -0.3 0.0 0.0 0.27
C -1.444 -1.836 0.216 0.2 0.4 0.3 -0.95
C -1.566 1.511 -0.558 0.0 -0.3 -0.1 -0.97
H -2.357 2.215 -0.347 0.3 0.3 0.1 0.25
C -0.880 0.912 0.467 -0.9 -1.0 0.8 0.03
C -0.671 -0.810 0.572 -0.3 1.3 -0.6 0.16
```
Positions in Å, forces in eV/Å.

## Properties
- relative energy (zero: lowest compared OMol25 entry of this formula, charge and spin) (kcal per mole) = 118.0
- gap between HOMO and LUMO (spin up / spin down) (eV) = 6.85 / 6.85


[4]
The molecule C5H9N3, computed with ωB97M-V/def2-TZVPD.

Geometry as XYZ:
```
17
Properties=species:S:1:pos:R:3:forces:R:3:mulliken_charge:R:1
N 0.941 0.215 -0.075 -0.1 -0.8 -0.1 0.07
C 0.119 -1.038 -0.208 0.3 -0.5 -1.5 -0.47
H 2.589 -0.874 0.743 -0.2 1.6 -0.8 0.26
H 0.804 -1.860 0.146 -1.3 0.6 0.5 0.38
C -1.246 -0.592 0.311 1.9 0.2 3.4 -0.53
N -0.876 1.789 -0.088 0.5 -1.5 0.1 -0.73
H -1.114 -0.411 1.436 -0.2 0.1 -1.2 0.16
C 2.373 -0.033 -0.020 0.8 -0.4 0.1 -0.87
H -3.267 0.141 0.882 0.7 -0.6 -1.1 0.27
H 2.937 0.939 0.210 -0.7 -1.6 -0.3 0.27
H 1.059 2.379 0.187 -0.7 -1.9 -0.2 0.25
N -1.520 0.557 -0.459 -0.2 0.8 -0.1 0.05
H -0.101 -1.288 -1.252 0.7 0.2 -0.2 0.22
H -3.153 -0.681 -0.827 -0.7 -0.1 -0.3 0.22
C -2.658 -0.210 -0.009 -0.1 0.8 0.5 -0.07
H 2.723 -0.489 -0.997 -0.2 0.8 0.9 0.29
C 0.389 1.456 0.019 -0.2 2.4 0.3 0.22
```
Positions in Å, forces in eV/Å.

## Properties
- relative energy (zero: lowest compared OMol25 entry of this formula, charge and spin) (kcal per mole) = 104.6
- gap between HOMO and LUMO (eV) = 8.81
- structure (SMILES) = CN1C=NN2C[C@H]2C1


[5]
A structure of composition C5H9N3, computed with ωB97M-V/def2-TZVPD.

Geometry as XYZ:
```
17
Properties=species:S:1:pos:R:3:forces:R:3:mulliken_charge:R:1
H 0.657 2.841 0.985 0.1 -1.3 -0.2 0.26
H -1.957 -1.856 -0.593 0.9 -0.3 -0.4 0.32
C -0.253 0.018 0.445 0.3 -2.1 2.5 -0.05
H -1.348 1.156 2.070 0.5 0.5 -1.6 0.28
C -0.837 1.305 1.059 -1.5 0.1 1.3 -0.42
C -0.866 -1.997 -0.831 -2.2 -0.8 -0.4 -0.80
C 0.784 0.927 0.066 3.2 0.1 -1.7 -0.15
H 2.790 0.068 -0.841 1.0 0.3 0.2 0.42
C 1.781 -0.025 -0.538 1.2 1.8 0.7 -0.34
N -0.231 -0.741 -0.741 -0.8 -1.0 -1.5 0.12
N 1.132 -0.966 -1.041 -1.3 -0.6 -0.8 -0.59
N 0.573 1.813 1.129 -0.6 1.9 2.5 -0.61
H -0.468 -2.689 -0.093 0.1 -0.4 0.0 0.36
H 0.303 1.341 -0.789 -0.1 0.9 -1.7 0.44
H -0.737 -2.379 -1.878 -0.2 0.1 1.1 0.23
H -1.405 1.840 0.285 -0.3 0.1 0.5 0.31
H 0.082 -0.655 1.306 -0.3 0.7 -0.6 0.22
```
Positions in Å, forces in eV/Å.

## Properties
- relative energy (zero: lowest compared OMol25 entry of this formula, charge and spin) (kcal per mole) = 109.0
- gap between HOMO and LUMO (eV) = 9.84


[6]
The molecule C5H9N3, computed with ωB97M-V/def2-TZVPD.

Geometry as XYZ:
```
17
Properties=species:S:1:pos:R:3:forces:R:3:mulliken_charge:R:1
C -2.114 -0.136 0.019 -2.6 1.3 0.1 -0.11
N 1.772 0.093 0.124 0.7 -0.5 0.5 -0.49
H -0.603 2.269 0.620 0.0 -0.5 -0.5 0.23
H -0.617 -0.058 1.477 0.2 0.5 0.4 0.34
H -0.051 2.338 -1.077 0.4 -0.7 0.9 0.32
H 2.021 -1.646 -0.420 0.3 -1.0 -0.1 0.28
H -2.528 -0.900 -0.663 -0.7 0.9 0.5 0.25
H 1.732 1.897 0.742 1.3 1.6 1.2 0.47
H -2.710 0.518 0.751 0.3 -1.2 -1.5 0.26
N -0.940 0.443 -0.607 1.5 1.1 0.7 -0.32
C -0.119 1.651 -0.184 -3.8 0.5 -1.0 -0.27
N 1.256 -1.022 -0.527 -1.5 -0.3 1.1 -0.33
C 0.001 -1.633 0.192 0.7 -0.7 -2.5 -0.64
C -0.834 -0.467 0.509 1.6 -1.0 1.0 -0.35
C 1.137 1.159 0.332 0.8 -0.5 -1.6 -0.19
H -0.551 -2.204 -0.634 1.0 0.3 1.3 0.24
H 0.271 -2.261 1.067 -0.1 0.3 -0.6 0.31
```
Positions in Å, forces in eV/Å.

## Properties
- relative energy (zero: lowest compared OMol25 entry of this formula, charge and spin) (kcal per mole) = 102.4
- gap between HOMO and LUMO (eV) = 9.40
- structure (SMILES) = C1=NNC[C@@H]2CN2C1


[7]
A structure of composition C5H9N3, computed with ωB97M-V/def2-TZVPD.

Geometry as XYZ:
```
17
Properties=species:S:1:pos:R:3:forces:R:3:mulliken_charge:R:1
C -0.746 0.149 -1.804 1.0 -0.2 -1.4 -0.50
H 0.433 -2.668 1.021 0.0 0.1 -0.1 0.25
H 0.946 1.464 -0.387 0.0 0.1 0.1 0.34
H -0.587 0.857 2.226 0.1 0.1 0.0 0.24
C 0.618 0.863 0.455 -1.4 0.4 -0.9 -0.50
N -0.805 0.004 -0.453 1.2 0.3 2.5 -0.32
H -1.178 1.004 -2.299 -0.1 -0.1 0.0 0.40
H -0.933 2.201 1.138 0.1 -0.1 0.0 0.29
C 0.058 -0.864 -2.303 -0.5 1.2 -0.1 -0.13
C -0.049 -1.143 -0.207 0.0 -1.1 -1.5 0.56
H 0.340 -1.045 -3.330 -0.1 0.0 0.0 0.42
N -0.187 -1.875 0.946 0.3 0.1 0.3 -0.44
H 0.551 2.217 2.109 0.0 -0.1 0.0 0.37
C -0.135 1.578 1.539 0.1 0.1 0.0 -0.91
H -0.310 -1.377 1.813 -0.1 0.1 -0.1 0.25
N 0.533 -1.641 -1.304 -0.3 -0.5 1.3 -0.69
H 1.451 0.278 0.842 -0.3 -0.5 -0.2 0.36
```
Positions in Å, forces in eV/Å.

## Properties
- relative energy (zero: lowest compared OMol25 entry of this formula, charge and spin) (kcal per mole) = 54.0
- gap between HOMO and LUMO (eV) = 8.56


[8]
The molecule C5H9N3, computed with ωB97M-V/def2-TZVPD.

Geometry as XYZ:
```
17
Properties=species:S:1:pos:R:3:forces:R:3:mulliken_charge:R:1
N -0.932 1.647 1.359 -2.7 -0.1 1.1 -0.58
C 2.009 -1.697 -0.382 9.4 -1.0 1.8 -0.43
H -1.857 2.383 1.720 3.6 -3.8 -1.0 0.24
C 0.834 -0.741 -0.526 5.6 1.5 -3.9 0.18
H -0.083 -1.796 1.066 0.4 2.4 -2.0 0.34
H 1.348 0.411 -0.582 -1.2 -3.1 0.4 0.16
N -1.455 -0.938 -0.232 0.2 4.1 -1.2 -0.45
C -1.029 1.586 -0.160 -1.9 0.7 0.4 -0.40
C -1.752 0.276 -0.736 0.4 -1.4 3.7 -0.04
H -1.541 2.617 -0.508 1.0 -2.6 0.6 0.34
N -0.092 -0.850 0.495 -4.2 -2.9 0.9 -0.26
H -0.775 0.559 1.851 -1.2 4.4 -2.0 0.34
C 3.326 -2.026 -0.225 -8.8 1.3 0.2 -0.46
H 0.632 -0.899 -1.688 -1.0 0.2 2.5 0.23
H -0.045 1.579 -0.566 0.8 0.3 -0.3 0.12
H 4.139 -2.563 0.346 -1.2 0.8 -1.3 0.30
H -2.727 0.453 -1.231 0.7 -0.8 0.0 0.37
```
Positions in Å, forces in eV/Å.

## Properties
- relative energy (zero: lowest compared OMol25 entry of this formula, charge and spin) (kcal per mole) = 203.5
- gap between HOMO and LUMO (eV) = 9.54
- structure (SMILES) = C#CCN/N=C\CN


[9]
The molecule C5H9N3O, computed with ωB97M-V/def2-TZVPD.

Geometry as XYZ:
```
18
Properties=species:S:1:pos:R:3:forces:R:3:mulliken_charge:R:1
O 2.493 1.390 -0.599 1.7 1.6 -0.2 -0.61
H 0.584 1.296 -2.243 -0.2 -0.7 -0.2 0.25
H -1.772 2.333 2.010 0.0 0.3 -0.5 0.27
H 0.037 -2.157 -0.168 -0.6 -1.0 0.9 0.43
C -0.121 -0.708 -1.578 -2.4 2.1 -1.8 -0.88
H -1.168 -0.810 1.503 0.0 -1.0 1.9 0.29
C 0.020 -1.095 -0.157 -2.1 1.0 1.3 0.37
C 1.655 0.566 -0.727 -1.6 -1.9 2.1 0.44
N 0.713 0.461 -1.678 0.7 0.6 -1.2 -0.15
H -1.830 0.580 2.533 -0.3 0.0 0.0 0.21
N -1.161 0.917 0.619 -0.6 -1.0 0.8 -0.32
H -1.204 -0.396 -1.828 1.5 -0.6 0.6 0.34
C 1.251 -0.488 0.385 2.9 -0.6 -1.4 -0.90
H 1.163 0.047 1.298 -0.4 0.6 0.7 0.34
H 0.095 -1.494 -2.287 0.6 -0.2 -0.2 0.31
N -1.168 -0.499 0.582 0.6 -0.2 -2.6 -0.38
H 2.048 -1.242 0.599 -0.3 0.6 -0.5 0.30
C -1.635 1.300 1.736 0.5 0.4 0.1 -0.33
```
Positions in Å, forces in eV/Å.

## Properties
- relative energy (zero: lowest compared OMol25 entry of this formula, charge and spin) (kcal per mole) = 55.4
- gap between HOMO and LUMO (eV) = 9.95
- structure (SMILES) = C=NN[C@H]1CNC(=O)C1


[10]
The molecule C5H9N3O, computed with ωB97M-V/def2-TZVPD.

Geometry as XYZ:
```
18
Properties=species:S:1:pos:R:3:forces:R:3:mulliken_charge:R:1
N 0.930 -0.778 -1.905 -0.4 1.1 0.8 -0.40
C -0.994 0.469 0.622 -0.6 -1.6 6.3 0.59
H -2.094 -1.339 0.182 0.2 0.1 0.1 0.32
C 1.772 1.057 -0.538 -0.5 0.5 0.0 -1.26
N 0.655 -0.952 0.366 1.1 -0.6 -2.7 -0.47
N 0.203 -0.879 2.702 0.3 -0.7 0.2 -0.84
H 0.331 -1.578 -2.038 0.2 0.1 -0.2 0.25
C 0.056 -0.604 1.488 -2.8 3.7 -1.3 0.65
H 1.635 1.717 -1.393 0.1 0.1 -0.1 0.40
H -2.316 -0.011 -0.965 -0.4 0.0 0.0 0.29
H 1.269 -0.240 -2.688 -0.3 -0.3 0.1 0.23
C -2.195 -0.259 0.094 0.0 0.2 -1.5 -1.09
H 2.823 0.755 -0.460 -0.3 -0.2 -0.2 0.31
C 0.898 -0.165 -0.661 2.9 -2.8 0.2 0.65
H 1.544 1.619 0.362 -0.2 0.0 0.1 0.33
O -0.888 1.636 0.900 0.0 0.2 -1.6 -0.54
H -0.543 -0.517 3.289 0.1 0.2 -0.2 0.23
H -3.084 0.067 0.644 0.3 0.1 -0.1 0.36
```
Positions in Å, forces in eV/Å.

## Properties
- relative energy (zero: lowest compared OMol25 entry of this formula, charge and spin) (kcal per mole) = 70.2
- gap between HOMO and LUMO (eV) = 7.96
- structure (SMILES) = [H]/N=C(/N=C(\C)N)C(C)=O


[11]
A structure of composition C5H9N3O, computed with ωB97M-V/def2-TZVPD.

Geometry as XYZ:
```
18
Properties=species:S:1:pos:R:3:forces:R:3:mulliken_charge:R:1
N 3.197 -0.543 0.010 -0.9 -0.3 2.0 -0.62
H -0.177 2.611 -0.299 1.2 -0.5 0.5 0.34
H 3.236 -1.500 -0.579 0.1 2.5 2.9 0.27
C 0.301 1.618 -0.165 -1.2 2.6 0.0 -0.76
H -0.307 -2.009 -0.460 -1.2 -1.5 -0.3 0.32
H -2.611 -0.998 1.307 0.3 1.3 -1.3 0.23
N 1.631 1.300 -0.011 -1.3 2.0 -0.6 0.03
H -3.745 -0.807 -0.029 0.7 0.3 -0.3 0.33
C 0.599 -0.513 -0.326 1.3 -3.8 1.6 0.43
H -3.491 0.778 0.975 2.2 -3.1 -1.5 0.22
H 3.706 -0.422 1.318 -2.2 -1.4 -5.1 0.28
O 0.589 -1.914 -0.155 -1.5 1.3 -0.9 -0.58
C -2.891 -0.300 0.451 -0.3 2.8 0.3 -0.71
H 2.255 1.897 0.433 1.3 1.2 0.4 0.20
N -1.737 -0.035 -0.629 0.4 -1.3 5.7 -0.31
C -0.395 0.487 -0.322 -1.5 -3.9 -0.1 0.20
H -1.955 0.371 -1.442 -2.3 1.7 -3.5 0.25
C 1.794 -0.021 -0.078 4.9 0.1 0.4 -0.11
```
Positions in Å, forces in eV/Å.

## Properties
- relative energy (zero: lowest compared OMol25 entry of this formula, charge and spin) (kcal per mole) = 142.0
- gap between HOMO and LUMO (eV) = 8.06


[12]
The molecule C5H9N3O, computed with ωB97M-V/def2-TZVPD.

Geometry as XYZ:
```
18
Properties=species:S:1:pos:R:3:forces:R:3:mulliken_charge:R:1
H -1.224 -2.037 0.580 0.0 -0.2 0.1 0.28
O -0.845 0.822 2.796 0.1 -0.7 0.1 -0.38
H 2.395 -0.697 -2.086 0.0 0.0 0.0 0.32
H 0.912 -0.461 -3.042 -0.1 0.0 0.1 0.34
C 1.543 -0.042 -2.257 0.4 0.3 0.1 -1.18
C 0.799 0.114 -0.987 -3.7 0.0 0.6 0.73
N 1.031 -0.523 0.070 0.8 -0.3 0.7 -0.58
N 0.174 0.642 1.858 -0.4 0.0 -1.3 -0.46
H 0.132 -2.417 1.661 0.1 0.2 -0.1 0.28
C 0.026 -0.367 1.069 1.9 -0.6 2.8 0.70
H -1.617 2.442 -0.762 -0.4 -0.6 0.3 0.24
H -1.260 0.438 -1.844 -0.1 0.0 0.6 0.39
H 1.892 0.935 -2.584 0.1 0.1 -0.2 0.32
C -0.633 0.805 -0.999 1.9 0.9 -2.7 -0.08
H -0.601 1.650 3.229 0.1 -0.2 -0.2 0.36
N -0.817 1.908 -0.417 0.1 0.5 -0.4 -0.52
C -0.634 -1.675 1.425 -0.9 0.6 -0.4 -1.13
H -1.275 -1.536 2.291 -0.1 -0.1 0.0 0.37
```
Positions in Å, forces in eV/Å.

## Properties
- relative energy (zero: lowest compared OMol25 entry of this formula, charge and spin) (kcal per mole) = 99.1
- gap between HOMO and LUMO (eV) = 9.29
- structure (SMILES) = [H]/N=C/C(C)=N\C(C)=N\O